Below is a molecular structure, C36H32F3NO2, with properties calculated with the ωB97M-V functional and the def2-TZVPD basis.

```
! RIJCOSX wB97M-V def2-TZVPD def2/J DEFGRID3
* xyz 0 1
C 0.38 -0.22 0.76
H -4.02 1.72 1.81
H 3.39 2.81 1.38
H 6.55 -0.93 2.17
C -2.58 1.71 0.22
C 3.49 -1.48 -0.65
H 2.87 2.34 -0.25
H -0.56 -1.91 -0.31
H 4.26 -1.24 -3.93
C 3.78 -1.03 -2.99
H -0.23 -1.91 2.02
C -3.82 -1.10 0.09
N 2.22 1.13 1.40
C 6.17 -0.30 1.39
H 2.52 0.50 -3.79
H 2.27 -0.95 1.49
C 3.21 1.95 0.72
H 6.95 0.72 -1.75
C 2.80 -0.05 -2.91
C -4.70 -2.05 2.53
C -0.67 -0.84 -0.17
H -2.74 -1.58 3.24
F 8.75 -1.32 1.10
C -2.95 -1.10 1.17
C -5.57 -2.04 1.46
H 1.10 2.92 1.60
H 4.86 -2.53 -1.90
C 1.90 -0.19 0.79
C -3.84 1.94 0.76
H 4.86 1.97 -1.43
H -6.58 -2.40 1.56
H -3.50 -0.74 -0.88
H -8.23 -0.87 -2.19
C 4.51 1.22 0.54
H -5.85 2.59 0.43
H -1.42 1.84 -1.59
C 5.23 1.34 -0.64
H 4.45 0.34 2.48
H 0.73 1.64 2.77
C -0.06 1.25 0.78
C -6.01 -1.50 -0.96
C -3.40 -1.58 2.39
H -9.12 -2.20 -1.41
H -0.35 -0.36 2.90
C -1.55 1.07 1.11
C 0.97 1.84 1.72
C -8.16 -1.88 -1.79
C 2.18 0.22 -1.70
H 1.42 0.99 -1.67
H 3.76 -2.04 0.23
O -7.26 -1.92 -0.70
C 5.00 0.41 1.56
C 6.87 -0.19 0.19
H -5.47 3.09 -1.96
H -0.85 -0.36 -1.12
H -7.83 -2.55 -2.59
C -4.67 2.71 -1.35
O -5.66 -1.11 -2.05
F 7.82 -2.19 -0.63
H -3.24 2.71 -2.94
C -5.13 -1.56 0.22
C -3.42 2.50 -1.90
H -5.03 -2.43 3.49
F 9.00 -0.41 -0.84
C -1.60 -0.50 1.02
C 2.53 -0.47 -0.55
C 8.10 -1.01 -0.04
C -2.38 2.00 -1.12
H -1.77 1.36 2.14
C -0.41 -0.84 1.93
C 4.11 -1.75 -1.85
C -4.88 2.43 -0.01
H 0.07 1.71 -0.20
C 6.40 0.64 -0.82
*
```

Calculated values
HOMO   -8.429 eV
Frontier orbital gap   9.02 eV

These are the Löwdin partial charges, in e, on atoms 1 to 8: -0.317 0.119 0.135 0.121 -0.182 -0.037 0.121 0.135

Below is C4H5F2NO in the gas phase in a non-equilibrium geometry, with properties calculated with the ωB97M-V functional and the def2-TZVPD basis.

```
! RIJCOSX wB97M-V def2-TZVPD def2/J DEFGRID3
* xyz 0 1
N -0.69 -0.46 -0.19
F -2.88 1.19 -3.13
C -1.18 0.87 -0.07
H 0.80 -1.21 -1.35
C 0.75 -0.57 -0.44
C -1.57 -1.48 -0.23
H -1.95 0.95 0.66
O -1.73 1.34 -1.39
F -0.86 -2.62 -0.19
H 1.20 -1.08 0.40
H -0.34 1.62 0.06
H 1.02 0.48 -0.60
C -2.66 0.63 -1.95
*
```

Calculated values
Relative energy (zero: lowest compared OMol25 entry of this formula, charge and spin)   360.1 kJ/mol
HOMO   -9.065 eV
Frontier orbital gap   9.67 eV

These are the Löwdin partial charges, in e, on atoms 1 to 8: -0.193 0.029 -0.126 0.106 -0.015 -0.058 0.118 -0.054

Below is a molecular structure, C35H30AlN5O4S, with properties calculated with the ωB97M-V functional and the def2-TZVPD basis.

```
! RIJCOSX wB97M-V def2-TZVPD def2/J DEFGRID3
* xyz 2 1
C -1.94 3.62 5.60
H -3.86 -4.49 1.28
C 4.11 -3.86 1.58
O 0.74 1.21 1.92
C 0.53 -2.58 0.29
H -1.77 2.11 2.56
H -4.24 -3.73 3.60
Al 0.52 0.26 0.44
C -1.52 2.37 3.58
H 0.76 5.41 -2.12
H 2.85 4.07 -1.83
C -3.68 -1.70 3.19
C 3.94 -3.00 0.50
C -0.16 -4.07 2.01
C -0.55 2.60 -0.85
N 2.35 0.18 -0.39
O -2.91 2.03 -0.79
H -4.50 0.73 -1.07
C 3.78 -2.01 3.09
C -0.53 3.88 -1.38
H 5.41 -0.01 -1.40
H -3.54 4.04 6.95
C -0.34 -3.00 2.84
C 3.63 -1.15 2.01
H -0.54 3.30 7.19
O 4.01 1.50 -1.09
H -4.17 1.19 0.63
H 4.00 -3.39 -0.51
C 3.53 -0.74 -0.46
C 0.28 -3.86 0.69
H 3.45 -0.10 2.19
C -3.73 0.90 -0.32
C 1.76 2.41 -1.01
H 0.89 -2.36 -0.71
N 0.57 1.93 -0.66
H -1.45 4.42 -1.55
C -3.05 -1.22 0.92
C 0.71 4.42 -1.71
H -0.36 -5.07 2.36
H -3.11 -2.88 -0.43
C -1.68 1.70 -0.53
C -3.26 -2.55 0.59
H -3.13 3.74 3.82
H 4.15 -4.02 3.72
H 5.18 0.50 0.29
H -2.19 5.15 7.09
H -0.67 -3.11 3.86
H 0.83 1.67 5.93
C -3.27 -0.79 2.23
C -0.04 2.12 5.48
N -0.33 -0.65 3.22
C -3.90 -3.03 2.85
C 4.02 -3.36 2.88
H -2.65 -0.81 -1.11
C 4.68 0.27 -0.64
C -3.69 -3.46 1.55
H -3.84 -1.37 4.21
C 1.88 3.68 -1.54
H 0.44 -4.68 0.01
H -3.11 0.24 2.51
H 3.70 -1.61 4.09
C 3.69 -1.65 0.71
C -0.08 -1.70 2.39
N 0.35 -1.51 1.11
H 4.32 -4.90 1.42
C -0.82 3.03 6.18
C -2.27 3.28 4.29
O 1.83 0.47 3.97
H 3.40 -1.33 -1.37
C -2.71 -0.25 -0.18
H -3.30 5.28 5.72
C -2.79 4.58 6.38
S 0.55 0.61 3.34
N -1.42 0.51 -0.08
C -0.41 1.79 4.18
C 2.76 1.33 -0.81
*
```

Calculated values
Relative energy (zero: lowest compared OMol25 entry of this formula, charge and spin)   0.0 kJ/mol
HOMO   -13.704 eV
Frontier orbital gap   6.75 eV

These are the Löwdin partial charges, in e, on atoms 1 to 8: -0.243 0.116 -0.057 -0.226 -0.094 0.093 0.117 0.178

Below is C2H2F2O2 in the gas phase in a non-equilibrium geometry, with properties calculated with the ωB97M-V functional and the def2-TZVPD basis.

```
! RIJCOSX wB97M-V def2-TZVPD def2/J DEFGRID3
* xyz 0 1
F 0.14 -1.45 -0.83
H -0.19 -0.77 1.15
F 2.70 -0.73 0.51
H -0.26 1.15 -0.96
C 1.88 0.07 -0.14
O 2.27 1.06 -0.70
C 0.15 -0.46 0.12
O -0.61 0.60 -0.21
*
```

Calculated values
SMILES   O=C(F)[C@@H](O)F
Relative energy (zero: lowest compared OMol25 entry of this formula, charge and spin)   79.5 kJ/mol
HOMO   -11.063 eV
Frontier orbital gap   11.74 eV

The computed Löwdin charges, all in e, follow: 0.028 0.172 0.129 0.135 -0.340 0.141 -0.290 0.024

Below is a molecular structure, C48H66N4O4S2Sb2Si2TeW in a non-equilibrium geometry, with properties calculated with the ωB97M-V functional and the def2-TZVPD basis.

```
! RIJCOSX wB97M-V def2-TZVPD def2/J DEFGRID3
* xyz 2 1
H -6.44 3.05 -4.31
H 3.90 1.16 2.53
H -1.27 -5.29 -1.75
H 0.76 -1.26 4.37
H -2.01 2.94 -3.36
H 0.29 -0.34 -3.14
C 0.06 -6.68 4.73
H -3.69 6.53 -1.88
H 3.91 1.60 -2.99
H 3.84 -1.73 -1.28
Sb 2.29 -1.02 2.12
C 4.40 1.23 -0.10
H 0.27 5.22 -1.21
C 1.69 -0.74 4.15
C -4.11 0.59 -0.98
H 1.92 -2.91 -0.15
H -5.42 0.53 -4.08
C -2.07 1.07 5.06
C 7.18 -1.70 1.29
H -2.72 -3.24 -1.73
H 3.05 2.94 -2.18
C 4.11 0.09 2.56
H -3.76 -0.67 -2.69
C -6.93 2.68 -3.41
N 0.38 1.56 1.72
H -2.34 -0.95 4.36
C -3.59 5.51 -2.28
C -0.42 1.41 2.83
H 2.48 0.77 -5.05
C 1.69 0.47 -5.74
C -5.25 0.85 -3.06
S -2.89 -0.18 -0.01
H -0.21 5.36 -2.90
C 7.25 -1.24 -0.02
H -3.48 5.59 -3.36
H -6.29 3.14 -0.80
N -1.72 -0.76 -0.94
H 2.50 -1.17 4.74
H 6.41 0.09 -1.47
H 6.13 -1.61 3.15
C 5.32 0.17 0.38
C 0.44 -4.23 -0.96
C 0.08 -4.28 3.32
C -0.17 -4.27 4.68
C 6.18 -1.25 2.13
H 8.03 -1.58 -0.68
C 0.33 -6.66 3.37
C -5.73 2.31 -1.22
H 1.56 2.85 0.61
H 0.25 3.45 -4.92
C -1.86 0.00 4.16
C -0.35 2.79 -5.56
H 1.94 0.91 -6.71
C 0.04 -7.97 5.49
Sb 2.48 0.60 -0.96
H -1.06 -0.08 -7.23
H 2.45 -1.73 -2.39
H 4.08 -3.02 1.75
C -5.95 1.93 -2.54
N 0.16 -1.90 -0.55
H -4.53 4.99 -2.07
H 4.83 1.72 -0.97
C -0.54 5.53 -1.88
H 1.60 0.31 4.39
C 0.91 -3.02 -0.52
H 1.10 -5.09 -0.95
S -1.40 -2.46 2.14
H -1.22 -1.12 -5.82
H 1.25 4.78 2.10
C -1.26 -0.09 -6.16
Si -2.14 4.63 -1.51
H 3.50 -2.97 3.43
H 3.89 -0.76 -2.75
H -2.28 0.27 -6.02
H -3.40 4.26 0.60
H 2.49 -3.73 2.18
C 3.24 -1.13 -1.96
Si -0.03 0.98 -5.23
H -7.73 2.02 -3.73
H 4.30 -0.18 3.60
C 0.93 2.76 1.50
Te -0.27 1.88 -1.76
O -2.09 0.95 0.61
C 6.33 -0.30 -0.46
C -0.67 2.47 3.73
H -1.37 0.15 -3.33
H 0.52 -7.59 2.85
H -0.38 -5.46 6.44
H -1.78 3.58 0.73
C -0.18 -5.47 5.38
C -0.04 3.70 3.45
C -1.13 -2.03 -0.96
H -0.20 4.54 4.12
C -1.06 0.14 3.05
C -4.32 0.17 -2.29
C -0.88 -4.34 -1.41
C -2.36 4.43 0.34
C 2.95 1.94 -2.59
H 7.91 -2.41 1.65
H -0.35 -3.33 5.19
H -1.40 3.05 -5.43
W -0.17 0.00 0.37
H -2.03 5.32 0.88
C 0.33 -5.47 2.66
C 5.23 -0.32 1.69
C -0.34 0.52 -3.40
H -4.63 1.96 0.59
O -3.52 -1.10 0.89
C -2.07 2.90 -2.27
O 0.09 -3.07 2.60
C 0.77 3.85 2.34
H 1.04 -8.25 5.81
H -2.70 0.90 5.92
H -0.35 -8.78 4.88
H -0.68 6.61 -1.75
N -0.78 -0.87 2.08
H -0.08 3.02 -6.59
H 4.19 1.99 0.65
H 2.20 1.96 -3.37
C -1.68 -3.21 -1.41
H -2.94 2.32 -1.99
H 1.75 -0.62 -5.86
C -1.49 2.29 4.85
H -0.59 -7.90 6.38
H 0.53 -5.45 1.59
C -4.81 1.65 -0.43
H -7.37 3.52 -2.88
H -1.65 3.11 5.54
O -2.29 -2.67 3.25
C 3.20 -2.93 2.39
*
```

Calculated values
Relative energy (zero: lowest compared OMol25 entry of this formula, charge and spin)   196.1 kJ/mol
HOMO   -12.166 eV
Frontier orbital gap   6.45 eV

These are the Löwdin partial charges, in e, on atoms 1 to 8: 0.093 0.060 0.128 -0.002 0.004 0.001 -0.261 0.044